# 1
Below is C4H4O in the gas phase, with properties calculated with wB97M-V/def2-TZVPD.

For the frontier orbital gap, the calculation gives 10.8 eV. For the HOMO energy, the calculation gives -9.87 eV. Its total energy is -229.96170 Ha. Its LUMO energy is 0.9 eV. Its SMILES is C#CCC=O.

The geometry in XYZ format:
```
9
Properties=species:S:1:pos:R:3:forces:R:3
C 1.73660 0.39318 0.63214 -0.2 -0.4 -0.1
C 0.91020 -0.39748 0.24902 0.4 0.4 0.2
C -0.38436 -0.86303 -0.25973 0.0 0.0 0.1
C -1.04376 0.51918 -0.27971 -0.3 0.1 0.2
O -1.78300 0.91325 0.58214 0.1 -0.2 -0.5
H 2.43689 1.11401 0.98969 0.1 -0.2 0.0
H -0.30593 -1.32423 -1.25210 0.0 0.2 0.2
H -0.91992 -1.53060 0.42235 0.2 0.1 -0.1
H -0.64673 1.17572 -1.08380 -0.3 0.0 0.1
```
Forces are in eV/Å.

natural (NBO) atomic charge list, values in e, 6 entries: C -0.21; C -0.02; C -0.57; C 0.46; O -0.51; H 0.24



# 2
Below is C4H4O in the gas phase in a non-equilibrium geometry, with properties calculated with wB97M-V/def2-TZVPD.

For the frontier orbital gap, the calculation gives 10.0 eV. For the HOMO energy, the calculation gives -9.98 eV. Its total energy is -229.90853 Ha. Its LUMO energy is 0.0 eV. Its SMILES is CC#CC=O.

The geometry in XYZ format:
```
9
Properties=species:S:1:pos:R:3:forces:R:3
C 0.72908 1.18332 0.72630 0.7 0.1 0.3
C 0.92140 -0.28953 0.43227 -1.4 0.6 -0.1
C -0.08070 -0.81494 -0.03970 0.7 -0.3 -0.1
C -1.01509 -1.35623 -0.94846 0.4 -1.1 -0.2
O -0.83569 -2.52996 -1.18896 -1.0 -0.2 -0.7
H 0.91932 1.36348 1.77669 0.4 0.4 0.0
H -0.31479 1.38522 0.54156 0.0 0.7 0.0
H 1.36514 1.75364 0.04417 0.0 0.2 0.5
H -1.77264 -0.70628 -1.44704 0.2 -0.3 0.3
```
Forces are in eV/Å.

natural (NBO) atomic charge list, values in e, 6 entries: C -0.63; C 0.01; C -0.03; C 0.32; O -0.48; H 0.23



- The highest frontier orbital gap belongs to which entry?
  number 1



- Among the records above, which one has the lowest LUMO energy?
  number 2